No. 1
{"formula": "C3H7N", "method": "ωB97M-V/def2-TZVPD", "symbols": ["C", "C", "C", "N", "H", "H", "H", "H", "H", "H", "H"], "positions_angstrom": [[1.16153, -0.05268, 0.02526], [-0.94295, -1.24578, -0.31882], [-0.01130, -0.37369, 0.54093], [2.38452, -0.00963, -0.11895], [-0.98419, 3.07270, 0.07826], [-1.58491, -0.55429, -0.92112], [-1.49840, -1.69171, 0.45802], [-0.24612, -2.07497, -0.83913], [-0.81878, 2.34015, 0.30588], [-0.47757, -0.01705, 1.37661], [3.01817, 0.60695, -0.58695]], "forces_ev_per_a": [[1.77, 0.50, 1.60], [2.43, -0.05, -0.63], [0.82, -1.10, -3.89], [-1.30, -1.03, 0.47], [0.26, -1.24, 0.40], [0.52, -1.23, -0.06], [-1.22, -1.10, 0.29], [-2.15, 1.99, 0.61], [-0.27, 1.27, -0.42], [-0.33, 1.36, 2.17], [-0.54, 0.62, -0.54]], "nbo_charge": [0.434, -0.610, -0.436, -0.656, -0.004, 0.218, 0.210, 0.218, -0.001, 0.232, 0.394], "e_tot_ha": -173.1397, "charge": 0, "multiplicity": 1, "gap_ev": 9.4, "e_above_lowest_kcal_mol": 64.27, "lumo_ev": 1.04}

***

No. 2
{"formula": "C28H55NdO2Si4", "method": "ωB97M-V/def2-TZVPD", "symbols": ["O", "C", "C", "H", "H", "C", "H", "H", "C", "H", "H", "H", "C", "H", "H", "H", "Nd", "C", "C", "C", "H", "C", "C", "H", "H", "H", "H", "C", "C", "C", "H", "C", "C", "H", "H", "H", "H", "O", "C", "C", "H", "H", "C", "H", "H", "C", "H", "H", "H", "H", "C", "Si", "C", "C", "Si", "Si", "C", "C", "C", "Si", "C", "C", "C", "H", "H", "H", "H", "H", "H", "H", "H", "H", "H", "H", "H", "H", "H", "H", "H", "H", "H", "H", "H", "H", "H", "H", "H", "H", "H", "H"], "positions_angstrom": [[-2.92663, -1.41358, -0.31473], [-4.29118, -0.80947, -0.07816], [-4.87354, -2.14056, 0.34860], [-4.68846, -0.42740, -1.02338], [-4.22797, -0.04635, 0.70292], [-3.51017, -2.74969, 0.03444], [-5.66861, -2.47081, -0.31729], [-5.16051, -2.17463, 1.40730], [-3.51404, -3.63811, -1.19188], [-3.96991, -3.11834, -2.04292], [-4.08979, -4.55332, -0.99797], [-2.49291, -3.93083, -1.45207], [-2.80811, -3.35841, 1.22633], [-2.88915, -2.70478, 2.10161], [-1.74710, -3.53590, 1.00956], [-3.26937, -4.32406, 1.47306], [-0.92080, -0.38274, -0.47759], [0.72918, 0.01421, 1.55078], [0.13491, 1.29533, 1.33005], [-1.23746, 1.20735, 1.68602], [0.66581, 2.19667, 1.01270], [-1.49859, -0.13130, 2.10116], [-0.28204, -0.87328, 2.00363], [-0.13274, -1.91389, 2.29312], [1.79063, -0.21267, 1.45391], [-1.95104, 2.03287, 1.67332], [-2.43361, -0.50299, 2.51584], [1.40943, -0.96426, -1.59492], [1.13673, -2.01752, -0.66821], [0.00315, -2.73755, -1.13746], [1.72365, -2.27163, 0.21226], [-0.41318, -2.14581, -2.37440], [0.46263, -1.05790, -2.66007], [0.43459, -0.42116, -3.54835], [2.24209, -0.25891, -1.52995], [-0.40122, -3.64521, -0.69035], [-1.22881, -2.50416, -3.00063], [-7.39267, -1.89945, -0.88324], [-8.05817, -3.09566, -0.40070], [-9.56945, -2.99911, -0.68606], [-7.86535, -3.19101, 0.68681], [-7.58740, -3.96682, -0.89413], [-9.78941, -1.52662, -1.09084], [-10.14387, -3.28507, 0.19529], [-9.82604, -3.66617, -1.51231], [-8.37733, -0.98812, -1.41090], [-10.22066, -0.96750, -0.25122], [-10.45557, -1.43226, -1.95127], [-8.19988, 0.00701, -0.97318], [-8.23343, -0.91297, -2.50258], [2.53414, 4.49889, 1.88052], [3.75791, 3.08395, 2.11338], [5.48296, 3.79930, 2.35062], [3.26458, 2.06044, 3.61786], [3.71095, 1.69801, 0.25702], [3.65256, 2.92295, -1.69506], [5.05324, 4.18198, -1.68235], [3.83443, 1.78853, -3.18733], [1.97328, 3.77971, -1.75995], [5.37287, 0.09555, 0.34632], [7.06504, 0.91727, 0.35736], [5.11364, -0.87599, 1.94159], [5.24590, -1.07426, -1.12572], [2.68924, 5.20742, 2.70790], [1.49165, 4.15386, 1.92302], [2.68341, 5.04277, 0.93850], [5.42105, 4.50587, 3.19159], [6.22340, 3.02901, 2.60419], [5.83707, 4.34737, 1.46648], [2.22678, 1.70831, 3.54668], [3.91151, 1.18877, 3.77295], [3.34503, 2.70662, 4.50421], [6.03885, 3.69770, -1.63750], [4.99035, 4.74775, -2.62346], [4.97497, 4.89160, -0.84741], [2.96884, 1.12354, -3.30964], [3.89698, 2.42953, -4.07886], [4.74355, 1.17613, -3.14819], [1.15945, 3.04790, -1.87148], [1.76431, 4.39252, -0.87465], [1.96529, 4.43756, -2.64200], [7.21005, 1.58113, 1.21977], [7.81029, 0.10948, 0.41212], [7.25038, 1.49276, -0.56025], [4.16311, -1.42901, 1.93015], [5.93245, -1.60808, 2.01806], [5.13761, -0.24465, 2.83901], [4.33938, -1.69230, -1.07709], [5.26087, -0.55865, -2.09297], [6.11596, -1.74669, -1.08731]], "forces_ev_per_a": [[-2.33, -0.54, 0.20], [0.53, 0.20, -0.10], [0.12, -0.02, -0.01], [0.13, 0.09, 0.23], [0.05, 0.01, -0.28], [-0.03, -0.77, 0.16], [0.36, 0.02, 0.47], [0.01, -0.11, -0.36], [0.17, -0.07, -0.06], [0.08, -0.09, 0.15], [0.10, 0.25, 0.04], [-0.15, 0.02, -0.06], [0.27, -0.05, 0.03], [0.07, -0.14, -0.17], [-0.23, 0.04, 0.10], [0.04, 0.22, -0.10], [1.31, 1.32, 0.09], [-0.35, 0.53, 0.33], [0.24, -0.45, 0.41], [-0.11, -0.44, 0.07], [-0.08, -0.50, 0.01], [0.22, 0.24, 0.33], [-0.32, 0.55, 0.31], [-0.08, 0.33, -0.09], [-0.29, 0.27, -0.28], [0.19, -0.29, 0.03], [0.16, 0.11, -0.22], [0.07, -0.72, -0.25], [0.04, 0.05, -0.73], [0.27, 0.05, -0.53], [-0.18, 0.22, -0.26], [0.41, -0.19, 0.02], [-0.01, -0.46, 0.38], [-0.02, -0.22, 0.37], [-0.38, -0.12, 0.20], [0.12, 0.33, -0.15], [0.21, 0.15, 0.14], [-1.62, -0.14, -0.09], [0.42, -0.19, 0.33], [0.57, 0.16, -0.40], [-0.04, 0.13, -0.46], [-0.26, 0.35, 0.17], [0.31, 0.10, 0.47], [-0.03, 0.02, -0.16], [-0.07, 0.05, 0.14], [-0.02, 0.07, -0.40], [0.05, -0.10, -0.24], [0.08, 0.03, 0.17], [-0.06, -0.33, -0.12], [0.02, -0.02, 0.33], [-0.02, 0.34, 0.42], [0.32, -1.05, -1.48], [-0.05, 0.49, 0.63], [-0.03, 0.41, 0.48], [-0.94, -0.55, -0.16], [0.52, -0.88, 1.79], [-0.13, 0.46, -0.80], [-0.05, 0.34, -0.50], [-0.07, 0.40, -0.62], [-1.04, 1.58, -0.06], [0.59, -0.65, 0.03], [0.46, -0.49, 0.01], [0.38, -0.41, 0.07], [-0.20, 0.04, -0.15], [0.22, 0.06, -0.02], [0.05, -0.16, 0.24], [0.34, 0.04, -0.03], [-0.23, 0.15, -0.07], [-0.16, -0.21, 0.18], [0.21, 0.09, -0.05], [-0.11, 0.23, -0.10], [-0.07, -0.23, 0.09], [-0.32, 0.03, 0.04], [0.30, 0.23, 0.10], [-0.04, -0.23, -0.16], [0.18, 0.11, 0.05], [-0.01, -0.25, -0.08], [-0.21, 0.21, 0.04], [0.23, 0.09, 0.03], [0.11, -0.19, -0.18], [-0.26, 0.04, 0.11], [-0.13, -0.18, -0.23], [0.27, 0.26, 0.00], [-0.14, -0.14, 0.21], [0.20, 0.17, -0.02], [-0.18, -0.02, 0.22], [0.02, -0.11, -0.29], [0.15, 0.15, 0.00], [0.00, -0.07, 0.26], [-0.16, -0.05, -0.18]], "mulliken_spin": [0.002, 0.001, 0.000, -0.001, 0.001, -0.002, 0.000, 0.000, 0.001, 0.000, 0.000, 0.000, 0.005, 0.001, -0.002, 0.000, 3.030, -0.011, -0.003, 0.001, 0.000, -0.011, 0.004, 0.001, -0.002, 0.002, 0.000, -0.011, -0.009, 0.017, 0.003, -0.024, -0.004, 0.000, 0.009, 0.000, -0.001, 0.000, 0.000, 0.000, 0.000, 0.000, 0.000, 0.000, 0.000, 0.000, 0.000, 0.000, 0.000, 0.000, 0.000, -0.001, 0.000, 0.000, 0.001, 0.000, 0.000, 0.000, -0.001, 0.000, 0.000, 0.000, 0.000, 0.000, 0.000, 0.000, 0.000, 0.000, 0.000, 0.000, 0.000, 0.000, 0.000, 0.000, 0.000, 0.000, 0.000, 0.000, 0.002, 0.000, 0.000, 0.000, 0.000, 0.000, 0.000, 0.000, 0.000, 0.000, 0.000, 0.000], "e_tot_ha": -2969.6890, "charge": 0, "multiplicity": 4, "gap_ev": [3.1, 3.2], "lumo_ev": [-0.91, -0.88]}

***

No. 3
{"formula": "C5H14N", "method": "ωB97M-V/def2-TZVPD", "symbols": ["C", "C", "C", "C", "C", "N", "H", "H", "H", "H", "H", "H", "H", "H", "H", "H", "H", "H", "H", "H"], "positions_angstrom": [[-1.94788, 0.97901, -0.37987], [-0.78706, 0.05545, 0.06041], [0.47390, 0.90540, -0.17942], [1.89364, 0.16213, -0.27575], [2.11250, -0.62842, 1.02327], [-0.67346, -1.23328, -0.61612], [-2.03102, 1.05777, -1.53198], [-2.96442, 0.51008, -0.16870], [-1.91280, 1.96830, 0.06363], [-0.96475, -0.02005, 1.31131], [0.47031, 1.71648, 0.55043], [0.42730, 1.32380, -1.25919], [2.71232, 0.91248, -0.53786], [1.91050, -0.42672, -1.24652], [2.47261, 0.05884, 1.85777], [2.89505, -1.42907, 0.85260], [1.21037, -1.20425, 1.31855], [-3.01482, -1.34152, 0.04512], [-1.70665, -1.25698, -0.73878], [-0.57564, -2.10945, -0.14891]], "forces_ev_per_a": [[0.68, -1.55, -2.51], [0.47, 0.96, 4.04], [2.38, 0.76, -2.83], [-0.77, 0.43, -0.44], [1.61, -0.53, -0.12], [-3.91, 2.12, 0.71], [0.27, 0.04, 1.71], [-0.08, -0.78, 0.54], [0.01, -0.11, 0.16], [0.98, -0.18, -3.23], [0.10, -0.02, -0.19], [-0.47, -0.16, 1.81], [-1.16, -0.62, 0.98], [-0.39, 0.05, 1.38], [-0.67, -1.03, -0.98], [-0.65, 0.99, 0.39], [0.40, 0.56, 0.04], [1.13, 0.64, -0.61], [-1.52, -0.95, -2.08], [1.60, -0.61, 1.25]], "nbo_charge": [-0.580, -0.085, -0.400, -0.405, -0.633, -0.563, 0.262, 0.226, 0.278, 0.240, 0.238, 0.229, 0.247, 0.217, 0.237, 0.240, 0.183, 0.345, 0.306, 0.419], "e_tot_ha": -253.1185, "charge": 1, "multiplicity": 1, "gap_ev": 5.4, "e_above_lowest_kcal_mol": 188.08, "lumo_ev": -9.50}

***

No. 4
{"formula": "C6H5O3S", "method": "ωB97M-V/def2-TZVPD", "symbols": ["C", "C", "C", "C", "C", "C", "O", "O", "O", "S", "H", "H", "H", "H", "H"], "positions_angstrom": [[-2.55350, -0.39716, 0.15192], [-2.51392, 0.92640, 0.11938], [-1.39800, -1.27757, 0.00535], [-0.09844, -0.51859, 0.18758], [1.08583, -1.22895, 0.23752], [2.49218, 1.21892, -0.10727], [-2.85617, 2.03963, 0.01072], [-1.35769, -2.47389, -0.34138], [-0.37467, 0.71863, 0.09790], [2.76356, -0.55225, 0.25214], [-3.55522, -0.79901, 0.26220], [1.15669, -2.30531, 0.03841], [3.31859, 1.89686, 0.22757], [1.38205, 1.61388, 0.06455], [2.50872, 1.13841, -1.20659]], "forces_ev_per_a": [[-0.93, -1.34, 0.18], [1.17, 0.47, -0.40], [1.39, -2.12, -0.62], [0.16, -1.48, -0.69], [0.10, 0.80, -0.30], [-1.64, 0.78, -1.39], [0.29, -0.39, 0.30], [-1.33, 1.53, 0.76], [0.17, 2.29, 0.55], [-0.89, 0.15, 0.96], [0.10, -0.22, -0.20], [-0.58, 0.57, 0.33], [-0.78, -0.81, -0.02], [2.54, -1.06, 0.36], [0.23, 0.84, 0.18]], "nbo_charge": [-0.651, 0.809, 0.514, 0.237, -0.521, -0.802, -0.529, -0.620, -0.749, 0.136, 0.239, 0.230, 0.204, 0.302, 0.201], "smiles": "CS/C=C(\\[O-])C(=O)C=C=O", "e_tot_ha": -855.5357, "charge": -1, "multiplicity": 1, "gap_ev": 6.5, "e_above_lowest_kcal_mol": 34.83, "lumo_ev": 3.44}